{
  "formula": "C10H14BHgN7O2",
  "method": "ωB97M-V with the def2-TZVPD basis set",
  "molar_mass_g_mol": 475.67,
  "e_lumo_ev": -0.3693,
  "species": ["H", "N", "B", "N", "C", "Hg", "H", "C", "H", "C", "H", "C", "H", "H", "H", "N", "N", "N", "N", "C", "C", "H", "H", "C", "C", "C", "C", "H", "H", "H", "H", "H", "O", "N", "O"],
  "coordinates": [[-3.017, -1.200, -1.071], [-1.487, 0.149, -1.615], [0.034, 1.855, -2.814], [-1.240, 0.934, -2.722], [-2.298, 0.828, -3.554], [-0.572, -0.172, 0.315], [-2.321, 1.382, -4.473], [-3.215, -0.042, -2.994], [-4.163, -0.330, -3.371], [-2.662, -0.484, -1.792], [-0.020, 2.581, -3.777], [1.506, -0.616, 1.626], [1.455, -0.987, 2.674], [1.273, 0.479, 1.788], [2.468, -0.567, 1.110], [1.335, 0.971, -2.931], [0.067, 2.676, -1.489], [1.584, 0.087, -1.922], [-0.094, 2.047, -0.279], [2.343, 0.901, -3.866], [0.133, 4.022, -1.288], [2.334, 1.537, -4.768], [0.219, 4.706, -2.111], [3.264, -0.068, -3.403], [0.052, 4.250, 0.088], [2.719, -0.545, -2.180], [-0.064, 2.980, 0.684], [4.196, -0.381, -3.855], [0.065, 5.183, 0.615], [3.126, -1.304, -1.517], [-0.114, 2.695, 1.733], [1.038, -1.495, 1.119], [-1.568, -1.490, 2.357], [-2.283, -0.530, 2.734], [-2.047, 0.610, 2.236]],
  "mulliken_charge": [0.41, -0.59, 0.25, 0.00, -0.09, 1.28, 0.46, -1.09, 0.40, 0.09, -0.12, -1.05, 0.36, 0.22, 0.32, 0.11, -0.10, -0.22, -0.08, -0.21, -0.16, 0.40, 0.45, -0.94, -1.10, -0.16, -0.17, 0.36, 0.40, 0.42, 0.37, 0.25, -0.40, 0.28, -0.38]
}

{
  "formula": "C2H2N2O",
  "method": "ωB97M-V with the def2-TZVPD basis set",
  "smiles": "c1conn1",
  "molar_mass_g_mol": 70.05,
  "e_lumo_ev": 0.7548,
  "de_lowest_kj_mol": 231.2,
  "species": ["C", "C", "H", "H", "N", "N", "O"],
  "coordinates": [[0.492, 0.627, -0.013], [-0.779, 0.246, -0.094], [0.970, 1.560, 0.124], [-1.805, 0.583, 0.057], [0.567, -1.454, -0.014], [1.357, -0.457, -0.055], [-0.803, -1.105, -0.006]],
  "mulliken_charge": [-0.50, 0.11, 0.40, 0.36, -0.06, -0.20, -0.11]
}

{
  "formula": "C49H36N7O8S5W",
  "method": "ωB97M-V with the def2-TZVPD basis set",
  "s_squared": 2.025,
  "total_charge": 1,
  "spin_multiplicity": 3,
  "molar_mass_g_mol": 1195.04,
  "e_lumo_ev": [-3.3612, -3.7617],
  "de_lowest_kj_mol": 0.0,
  "species": ["W", "C", "S", "C", "S", "N", "N", "C", "C", "C", "C", "C", "C", "N", "H", "H", "H", "H", "H", "H", "H", "H", "O", "C", "O", "C", "C", "C", "C", "C", "C", "O", "N", "O", "O", "N", "O", "O", "H", "H", "S", "C", "C", "C", "C", "C", "C", "N", "C", "C", "C", "C", "C", "C", "C", "C", "N", "C", "C", "C", "C", "C", "S", "C", "H", "H", "H", "H", "H", "H", "H", "H", "H", "H", "H", "H", "O", "S", "C", "C", "C", "C", "C", "C", "C", "C", "C", "C", "C", "C", "C", "C", "H", "H", "H", "H", "H", "H", "H", "H", "H", "H", "H", "H", "H", "H"],
  "coordinates": [[-0.014, 0.128, 0.200], [1.277, 5.131, -1.737], [2.496, 3.810, -1.905], [1.575, 2.362, -1.539], [-0.058, 2.403, -0.936], [2.233, 1.270, -1.690], [1.400, 0.176, -1.348], [1.425, -0.781, -2.249], [0.682, -1.928, -1.947], [0.558, -3.035, -2.800], [-0.132, -4.133, -2.365], [-0.653, -4.127, -1.065], [-0.509, -3.012, -0.275], [0.101, -1.890, -0.714], [1.602, 5.920, -2.410], [1.237, 5.509, -0.719], [0.288, 4.804, -2.050], [1.985, -0.639, -3.163], [1.006, -2.990, -3.782], [-0.257, -4.994, -3.007], [-1.158, -4.988, -0.654], [-0.865, -3.014, 0.738], [-2.847, -1.789, 2.603], [-2.337, -1.368, 1.588], [-1.088, -0.939, 1.572], [-3.120, -1.376, 0.299], [-4.337, -2.046, 0.315], [-5.079, -2.114, -0.844], [-4.634, -1.567, -2.031], [-3.421, -0.914, -2.030], [-2.671, -0.756, -0.873], [-1.624, 0.054, -0.887], [-2.920, -0.409, -3.334], [-1.724, -0.220, -3.422], [-3.734, -0.287, -4.223], [-6.390, -2.792, -0.822], [-6.723, -3.314, 0.216], [-7.046, -2.761, -1.836], [-4.684, -2.500, 1.231], [-5.211, -1.648, -2.941], [-5.613, 1.432, 1.022], [-7.146, 1.956, 1.539], [-7.058, 2.849, 2.566], [-5.712, 3.108, 2.932], [-4.812, 2.412, 2.177], [-3.345, 2.424, 2.290], [-2.575, 1.680, 1.373], [-1.265, 1.598, 1.438], [-0.613, 2.303, 2.384], [-1.264, 3.103, 3.308], [-0.474, 3.881, 4.233], [0.874, 3.882, 4.159], [1.558, 3.084, 3.169], [2.955, 3.103, 2.968], [3.526, 2.336, 1.981], [2.673, 1.501, 1.213], [1.369, 1.476, 1.392], [0.814, 2.272, 2.333], [4.966, 2.271, 1.703], [5.551, 1.912, 0.523], [6.970, 1.930, 0.593], [7.421, 2.297, 1.824], [6.139, 2.622, 2.902], [-2.671, 3.129, 3.261], [-8.033, 1.578, 1.061], [-7.913, 3.302, 3.040], [-5.435, 3.789, 3.722], [-3.053, 1.152, 0.560], [-0.984, 4.488, 4.969], [1.464, 4.490, 4.831], [3.568, 3.744, 3.591], [3.089, 0.823, 0.481], [4.990, 1.670, -0.370], [7.620, 1.689, -0.234], [8.441, 2.396, 2.156], [-3.208, 3.722, 3.990], [1.526, -1.146, 1.339], [1.936, -1.546, 2.743], [3.584, -0.911, 2.984], [4.645, -1.295, 1.985], [5.946, -1.446, 2.455], [6.984, -1.742, 1.585], [6.728, -1.899, 0.230], [5.431, -1.755, -0.243], [4.392, -1.448, 0.625], [2.364, -3.274, 2.689], [1.195, -4.226, 2.605], [-0.037, -3.977, 3.199], [-1.055, -4.917, 3.113], [-0.842, -6.120, 2.454], [0.390, -6.378, 1.871], [1.399, -5.430, 1.938], [3.841, -1.246, 3.992], [3.449, 0.172, 3.049], [6.154, -1.330, 3.512], [7.989, -1.855, 1.966], [7.533, -2.135, -0.451], [5.223, -1.877, -1.298], [3.385, -1.340, 0.236], [2.923, -3.414, 3.620], [3.057, -3.409, 1.856], [-0.236, -3.046, 3.714], [-2.014, -4.697, 3.556], [-1.635, -6.854, 2.397], [0.566, -7.314, 1.358], [2.356, -5.627, 1.469]],
  "mulliken_charge": [2.04, -0.86, 0.02, 0.50, -0.41, -1.91, 1.20, -1.16, 1.07, -1.14, -0.90, -1.44, -0.71, 1.09, 0.41, 0.25, 0.34, 0.66, 0.59, 0.50, 0.69, 1.00, -0.73, 0.44, -0.42, 1.25, -0.13, -0.98, -0.44, -0.39, -0.08, -0.34, 1.07, -0.54, -0.68, 1.05, -0.62, -0.63, 0.73, 0.70, 0.10, -0.44, -0.69, -0.60, 0.59, 0.19, 0.07, 0.62, -0.70, 0.78, -1.24, -1.16, 0.61, -0.36, 0.38, -1.62, 0.96, -0.66, 0.32, -0.34, -0.74, -0.46, -0.14, -1.10, 0.46, 0.42, 0.40, 0.21, 0.50, 0.53, 0.54, 0.43, 0.54, 0.46, 0.49, 0.45, -0.64, 0.20, -1.02, 1.22, -0.79, -0.74, -0.65, -1.13, 0.55, -1.14, 0.58, -0.29, -0.73, -0.54, -0.81, -0.36, 1.07, 0.05, 0.47, 0.43, 0.45, 0.50, 0.02, 0.76, 0.45, 0.42, 0.52, 0.43, 0.42, 0.45]
}

{
  "formula": "C14H33Br2N9O20",
  "method": "ωB97M-V with the def2-TZVPD basis set",
  "smiles": "COC(=O)/C(Br)=C(/C)Br.C[N+](=O)[O-].C[N+](=O)[O-].C[N+](=O)[O-].C[N+](=O)[O-].C[N+](=O)[O-].C[N+](=O)[O-].C[N+](=O)[O-].C[N+](=O)[O-].C[N+](=O)[O-]",
  "molar_mass_g_mol": 807.27,
  "e_lumo_ev": -0.1867,
  "species": ["C", "O", "C", "O", "C", "Br", "C", "C", "Br", "H", "H", "H", "H", "H", "H", "C", "N", "O", "O", "H", "H", "H", "C", "N", "O", "O", "H", "H", "H", "C", "N", "O", "O", "H", "H", "H", "C", "N", "O", "O", "H", "H", "H", "C", "N", "O", "O", "H", "H", "H", "C", "N", "O", "O", "H", "H", "H", "C", "N", "O", "O", "H", "H", "H", "C", "N", "O", "O", "H", "H", "H", "C", "N", "O", "O", "H", "H", "H"],
  "coordinates": [[-0.843, 0.837, 2.114], [-0.257, 0.040, 1.068], [0.984, 0.335, 0.675], [1.553, -0.387, -0.124], [1.689, 1.570, 1.151], [1.579, 3.155, 0.114], [2.433, 1.572, 2.249], [3.195, 2.737, 2.777], [2.527, -0.052, 3.248], [-1.328, 1.710, 1.695], [-1.631, 0.234, 2.550], [-0.152, 1.088, 2.904], [2.537, 3.594, 2.744], [3.484, 2.578, 3.807], [4.074, 2.882, 2.147], [7.118, 3.682, -0.300], [5.884, 3.199, 0.372], [5.620, 2.022, 0.317], [5.206, 4.035, 0.945], [7.616, 2.841, -0.767], [6.815, 4.416, -1.041], [7.744, 4.138, 0.462], [3.362, -3.019, -1.017], [4.580, -3.480, -1.734], [5.428, -4.065, -1.105], [4.646, -3.231, -2.924], [3.445, -3.304, 0.024], [3.309, -1.940, -1.121], [2.505, -3.494, -1.486], [-4.673, -2.445, 3.510], [-3.893, -1.369, 2.846], [-3.981, -1.269, 1.643], [-3.219, -0.647, 3.552], [-5.216, -2.992, 2.753], [-3.970, -3.087, 4.032], [-5.353, -1.966, 4.204], [-8.272, -0.640, 1.674], [-8.517, -1.556, 2.823], [-9.620, -1.563, 3.316], [-7.583, -2.243, 3.188], [-9.188, -0.102, 1.465], [-7.473, 0.037, 1.962], [-7.974, -1.251, 0.827], [-13.283, -1.299, 3.859], [-13.630, -0.987, 2.445], [-12.741, -1.039, 1.624], [-14.783, -0.701, 2.215], [-12.226, -1.533, 3.908], [-13.518, -0.421, 4.453], [-13.888, -2.147, 4.163], [5.618, 7.556, 1.658], [6.836, 7.107, 0.932], [7.693, 6.533, 1.567], [6.884, 7.340, -0.255], [5.717, 7.276, 2.699], [5.551, 8.633, 1.544], [4.768, 7.061, 1.198], [-3.703, -1.434, -2.376], [-5.088, -0.999, -2.044], [-5.917, -1.859, -1.843], [-5.290, 0.194, -1.993], [-3.676, -2.517, -2.383], [-3.460, -1.032, -3.354], [-3.044, -1.032, -1.613], [7.297, -1.770, -3.810], [8.059, -0.697, -4.505], [7.927, -0.598, -5.706], [8.761, 0.012, -3.817], [6.718, -2.315, -4.543], [8.017, -2.420, -3.322], [6.650, -1.291, -3.083], [3.579, -3.443, -6.263], [3.089, -4.780, -6.694], [2.006, -4.838, -7.235], [3.812, -5.725, -6.469], [2.834, -2.702, -6.527], [3.728, -3.478, -5.188], [4.515, -3.255, -6.780]],
  "mulliken_charge": [-0.21, -0.29, 0.06, -0.54, 0.01, -0.10, 0.91, -1.09, -0.09, 0.28, 0.00, 0.27, 0.37, 0.46, 0.02, -0.76, 0.90, -0.51, -0.56, 0.34, 0.28, 0.26, -0.76, 0.85, -0.52, -0.49, 0.28, 0.34, 0.30, -0.75, 0.92, -0.48, -0.60, 0.31, 0.32, 0.27, -0.72, 0.86, -0.51, -0.55, 0.32, 0.27, 0.29, -0.53, 0.88, -0.51, -0.54, 0.17, 0.27, 0.28, -0.72, 0.93, -0.52, -0.54, 0.30, 0.30, 0.26, -0.68, 0.93, -0.54, -0.53, 0.30, 0.29, 0.24, -0.60, 0.91, -0.53, -0.55, 0.22, 0.29, 0.25, -0.46, 0.88, -0.54, -0.53, 0.31, 0.09, 0.27]
}

{
  "formula": "C17H11ClF11IO5PbSSe",
  "method": "ωB97M-V with the def2-TZVPD basis set",
  "total_charge": -2,
  "molar_mass_g_mol": 984.83,
  "e_lumo_ev": 4.0520,
  "de_lowest_kj_mol": 0.0,
  "species": ["Pb", "C", "C", "C", "C", "C", "C", "C", "H", "H", "H", "H", "H", "H", "H", "H", "F", "C", "C", "F", "C", "F", "C", "S", "C", "F", "C", "F", "C", "C", "O", "C", "F", "F", "F", "C", "F", "F", "F", "H", "H", "H", "O", "Cl", "O", "O", "O", "I", "Se"],
  "coordinates": [[-1.582, -1.375, -0.582], [0.601, 2.949, -1.916], [1.059, 1.545, -2.178], [0.613, 0.836, -3.297], [0.964, -0.484, -3.479], [1.804, -1.123, -2.557], [2.288, -0.423, -1.463], [1.935, 0.907, -1.285], [-0.315, 3.184, -2.476], [1.389, 3.671, -2.176], [0.385, 3.078, -0.855], [-0.070, 1.336, -3.991], [0.556, -1.055, -4.333], [2.103, -2.166, -2.706], [3.004, -0.893, -0.781], [2.390, 1.463, -0.438], [5.246, -0.601, 5.216], [4.436, -1.141, 4.283], [4.906, -1.319, 2.985], [6.171, -0.983, 2.704], [4.093, -1.919, 2.024], [4.619, -2.288, 0.821], [2.758, -2.299, 2.328], [1.840, -3.013, 1.021], [2.327, -2.130, 3.656], [1.115, -2.564, 4.023], [3.152, -1.554, 4.612], [2.709, -1.361, 5.872], [-4.076, 1.336, -0.276], [-2.897, 1.552, 0.718], [-1.846, 0.703, 0.411], [-3.345, 1.288, 2.235], [-2.511, 1.901, 3.116], [-3.384, -0.069, 2.510], [-4.616, 1.781, 2.518], [-2.324, 3.021, 0.568], [-1.051, 3.143, 1.049], [-3.112, 3.984, 1.173], [-2.272, 3.368, -0.780], [-4.539, 0.357, -0.187], [-3.812, 1.558, -1.315], [-4.834, 2.058, 0.037], [-3.578, -2.587, -4.059], [-2.269, -2.106, -3.733], [-1.478, -1.927, -4.907], [-1.602, -2.984, -2.829], [-2.404, -0.818, -3.025], [-4.254, -2.651, 0.206], [-0.292, -3.186, 1.538]],
  "mulliken_charge": [1.20, -1.34, 0.88, -0.44, -0.17, -0.72, 0.02, -0.52, 0.29, 0.40, 0.12, 0.25, 0.33, 0.33, 0.34, 0.25, -0.32, 0.38, 0.29, -0.32, -0.31, -0.38, 0.61, -0.19, 0.18, -0.23, 0.25, -0.32, -1.77, 1.01, -0.75, 0.57, -0.28, -0.17, -0.31, 0.59, -0.27, -0.31, -0.30, 0.33, 0.30, 0.46, -0.67, 1.87, -0.69, -0.70, -0.64, -0.61, -0.51]
}